1.
Density functional theory data (wB97M-V/def2-TZVPD) for a structure of composition C57H48ClN4O2SiTc at a distorted geometry.

As for the spin multiplicity: 2. The value obtained for the largest force on an atom is 1.95 eV/A. Its expectation value of S² is 0.968. The value obtained for the molar mass is 982.6 g mol⁻¹. The value obtained for the total energy is -92541.711 eV. Its HOMO energy (spin up / spin down) is -0.1371 / -0.1427 hartree. The HOMO-LUMO gap (spin up / spin down) comes out at 4.68 / 4.97 eV. The net charge is -1.

CARTESIAN COORDINATES (ANGSTROEM)
Tc: -0.12 -0.27 0.02
C: -5.76 3.67 -3.96
C: -5.95 2.40 -3.45
C: -4.93 1.76 -2.78
C: -3.70 2.39 -2.59
C: -3.51 3.66 -3.12
C: -4.53 4.30 -3.80
C: -2.62 1.69 -1.86
C: -1.45 1.38 -2.56
C: -1.16 1.72 -3.91
C: 0.14 1.35 -4.15
C: 0.61 0.78 -2.96
C: 1.98 -1.14 -2.03
C: 1.44 -2.30 -2.67
C: 0.97 -2.22 -3.99
C: 0.59 -3.36 -4.67
C: 0.69 -4.61 -4.07
C: 1.16 -4.70 -2.77
C: 1.54 -3.57 -2.08
C: 2.64 -1.01 -0.67
N: 1.84 -1.47 0.41
C: 2.59 -1.40 1.51
C: 1.98 -1.55 2.75
C: 2.64 -1.41 4.04
C: 3.89 -1.94 4.34
C: 4.44 -1.78 5.61
C: 3.75 -1.10 6.60
C: 2.50 -0.56 6.31
C: 1.96 -0.71 5.05
C: 0.57 -1.74 2.78
C: -0.05 -2.54 3.78
C: -1.39 -2.47 3.56
C: -1.58 -1.58 2.47
N: -0.37 -1.22 1.94
C: -2.81 -0.98 2.17
C: -2.99 0.06 1.24
C: -4.20 0.82 1.20
C: -4.13 1.60 0.10
C: -2.89 1.29 -0.56
N: -2.16 0.44 0.23
C: -4.03 -1.40 2.87
C: -4.17 -1.30 4.25
C: -5.38 -1.60 4.87
C: -6.46 -2.02 4.11
C: -6.32 -2.14 2.74
C: -5.12 -1.84 2.12
C: 3.96 -1.08 1.15
C: 4.00 -0.86 -0.18
N: -0.36 0.78 -2.01
H: -6.56 4.17 -4.47
H: -6.90 1.89 -3.58
H: -5.06 0.76 -2.38
H: -2.56 4.15 -2.98
H: -4.38 5.29 -4.21
H: -1.85 2.16 -4.61
H: 0.70 1.45 -5.06
H: 0.90 -1.25 -4.47
H: 0.21 -3.28 -5.68
H: 0.40 -5.49 -4.61
H: 1.23 -5.67 -2.29
H: 1.90 -3.64 -1.06
H: 4.43 -2.51 3.60
H: 5.40 -2.21 5.83
H: 4.17 -0.98 7.58
H: 1.95 -0.02 7.07
H: 1.00 -0.28 4.82
H: 0.48 -3.10 4.52
H: -2.17 -2.97 4.11
H: -4.98 0.78 1.93
H: -4.85 2.32 -0.25
H: -3.34 -0.95 4.84
H: -5.47 -1.50 5.94
H: -7.41 -2.23 4.59
H: -7.16 -2.47 2.14
H: -5.01 -1.93 1.05
H: 4.78 -1.00 1.84
H: 4.85 -0.61 -0.79
Cl: -3.69 -3.60 -3.31
C: -2.12 -3.02 -2.76
C: -2.19 -2.16 -1.47
O: -3.27 -1.83 -0.99
O: -1.03 -1.89 -1.05
H: -1.70 -2.41 -3.56
H: -1.47 -3.88 -2.59
C: 1.53 4.59 1.98
C: 2.13 3.21 2.24
C: 2.30 3.00 3.75
C: 3.50 3.10 1.56
C: 1.27 2.18 1.65
C: 0.65 1.32 1.06
H: 2.21 5.37 2.34
H: 0.58 4.69 2.49
H: 1.36 4.73 0.92
H: 2.97 3.76 4.15
H: 2.72 2.01 3.95
H: 1.34 3.07 4.26
H: 4.19 3.84 1.97
H: 3.40 3.24 0.49
H: 3.91 2.10 1.73
C: 3.45 1.91 -4.88
Si: 3.59 0.95 -3.23
C: 4.66 -0.58 -3.62
C: 4.52 2.13 -2.04
C: 1.94 0.33 -2.51
C: 1.64 0.02 -1.09
H: 4.43 2.30 -5.15
H: 2.76 2.74 -4.84
H: 3.14 1.25 -5.69
H: 5.71 -0.39 -3.43
H: 4.58 -0.87 -4.66
H: 4.37 -1.44 -3.03
H: 5.52 2.32 -2.41
H: 4.60 1.73 -1.04
H: 4.01 3.08 -1.97

2.
Density functional theory data (wB97M-V/def2-TZVPD) for a structure of composition C57H49AsFN4O3P2STi at a distorted geometry.

As for the spin multiplicity: 2. The value obtained for the largest force on an atom is 3.85 eV/A. Its expectation value of S² is 0.753. The value obtained for the molar mass is 1073.8 g mol⁻¹. The value obtained for the total energy is -188093.373 eV. Its HOMO energy (spin up / spin down) is -0.2513 / -0.2513 hartree. The relative energy (zero: lowest compared OMol25 entry of this formula, charge and spin) comes out at 1.547 eV. The HOMO-LUMO gap (spin up / spin down) comes out at 6.88 / 6.90 eV. The net charge is 0.

CARTESIAN COORDINATES (ANGSTROEM)
Ti: -1.85 3.01 0.87
O: -3.77 5.11 3.69
C: -2.90 4.94 2.82
N: -2.99 4.68 1.47
C: -2.71 5.79 0.75
C: -2.78 7.14 1.21
C: -2.38 8.23 0.33
C: -1.98 7.99 -0.98
C: -1.95 6.63 -1.40
C: -2.25 5.56 -0.63
N: -2.02 4.19 -0.80
C: -2.30 3.65 -1.97
O: -2.60 4.12 -3.06
C: -2.42 2.16 -1.85
C: -2.56 1.31 -2.98
C: -2.78 -0.03 -2.80
C: -2.90 -0.57 -1.48
C: -2.70 0.32 -0.36
N: -2.53 1.65 -0.63
C: -1.49 4.97 3.26
C: -1.07 5.71 4.35
C: 0.26 5.57 4.70
C: 1.11 4.82 3.93
C: 0.58 4.13 2.82
N: -0.69 4.24 2.50
H: -3.27 7.30 2.13
H: -2.33 9.14 0.77
H: -1.57 8.74 -1.61
H: -1.45 6.47 -2.26
H: -2.54 1.80 -3.99
H: -2.78 -0.68 -3.65
H: -2.98 -1.65 -1.29
H: -2.63 -0.08 0.73
H: -1.83 6.21 4.93
H: 0.72 6.01 5.57
H: 2.13 4.62 4.18
H: 1.12 3.49 2.17
O: 1.39 -3.73 -1.90
C: 1.35 -4.96 -1.39
C: 1.90 -6.07 -2.00
C: 1.84 -7.34 -1.43
C: 0.96 -7.53 -0.29
C: 0.31 -6.39 0.23
C: 0.51 -5.11 -0.26
P: -0.40 -3.61 0.24
C: 0.97 -2.73 1.13
C: 2.05 -3.42 1.62
C: 3.17 -2.62 2.01
C: 3.20 -1.25 1.82
C: 2.09 -0.61 1.26
C: 0.95 -1.35 0.95
C: -1.40 -4.09 1.73
C: -0.94 -4.64 2.90
C: -1.80 -4.90 3.95
C: -3.11 -4.55 3.88
C: -3.59 -3.88 2.75
C: -2.77 -3.71 1.65
C: 2.57 -3.02 -1.81
C: 3.80 -3.52 -1.28
C: 4.86 -2.64 -1.29
C: 4.86 -1.37 -1.81
C: 3.62 -0.96 -2.27
C: 2.52 -1.78 -2.38
P: 0.94 -1.39 -3.34
C: 1.13 0.44 -3.31
C: 0.76 0.95 -2.05
C: 0.99 2.27 -1.83
C: 1.30 3.10 -2.88
C: 1.62 2.61 -4.12
C: 1.55 1.25 -4.34
C: 1.59 -1.83 -5.01
C: 0.75 -1.63 -6.12
C: 1.17 -1.84 -7.43
C: 2.50 -2.33 -7.62
C: 3.27 -2.66 -6.52
C: 2.85 -2.48 -5.22
H: 2.48 -5.90 -2.87
H: 2.33 -8.20 -1.91
H: 0.74 -8.47 0.10
H: -0.31 -6.50 1.08
H: 2.04 -4.49 1.83
H: 4.08 -3.17 2.34
H: 3.97 -0.58 2.17
H: 2.11 0.45 1.08
H: 0.12 -0.87 0.50
H: 0.15 -4.90 2.92
H: -1.38 -5.43 4.79
H: -3.81 -4.80 4.70
H: -4.64 -3.68 2.77
H: -3.13 -3.13 0.79
H: 3.84 -4.48 -0.73
H: 5.74 -3.03 -0.81
H: 5.71 -0.64 -1.60
H: 3.47 0.03 -2.72
H: 0.41 0.30 -1.29
H: 0.77 2.75 -0.85
H: 1.30 4.16 -2.69
H: 1.83 3.31 -4.93
H: 1.82 0.74 -5.21
H: -0.27 -1.33 -5.87
H: 0.50 -1.70 -8.27
H: 2.90 -2.48 -8.57
H: 4.30 -3.05 -6.76
H: 3.55 -2.78 -4.46
F: -0.28 1.92 0.89
C: -1.48 1.95 5.71
As: -1.91 0.90 4.18
C: -2.82 -0.75 4.81
C: -0.18 0.40 3.54
S: -3.18 1.80 2.82
H: -1.58 2.98 5.44
H: -0.60 1.64 6.22
H: -2.35 1.67 6.39
H: -2.92 -0.78 5.87
H: -2.25 -1.57 4.43
H: -3.81 -0.75 4.35
H: 0.24 -0.44 4.11
H: 0.50 1.27 3.71
H: -0.23 0.25 2.41

expectation value of S² of number 1 (C57H48ClN4O2SiTc)?
0.968

What is the net charge in the second record?
0

Which formula does entry 2 have?
C57H49AsFN4O3P2STi